DFT (ωB97M-V with the def2-TZVPD basis set) results for 6 unconnected molecules or ions with the total composition C44H34B2FN3O18PS.

XYZ file:
```
104
Properties=species:S:1:pos:R:3:forces:R:3
N 4.40063 -0.46806 2.33909 -1.7 1.1 0.1
P 3.20190 0.60962 2.17895 1.9 -3.1 0.6
C 3.14875 1.08356 0.34537 -1.5 0.5 -3.9
C 2.15928 0.22044 -0.53367 1.7 1.6 1.0
C 1.23670 -0.95077 0.09223 -1.3 0.5 -0.7
C -0.27186 -0.74175 -0.12750 0.5 -3.5 1.9
C -1.20765 -1.86970 0.46595 5.8 0.1 0.4
C -0.37147 -2.97264 1.19871 0.0 1.5 -0.9
C 1.16796 -3.00834 1.31954 -2.7 2.3 -1.6
N 1.96130 -1.98612 0.73299 -4.1 -0.2 0.1
N 2.01996 0.48663 -1.94289 2.2 2.1 1.0
C 2.74929 1.52847 -2.66421 0.0 -1.6 3.8
S 2.32037 1.65579 -4.46740 1.3 4.3 -4.5
O 1.81041 3.05539 -4.67427 0.9 -4.8 1.4
O 3.44663 1.26380 -5.36584 -3.5 0.1 3.3
F 1.01509 0.63364 -4.79461 2.3 1.2 1.5
C 3.77725 2.40824 -1.90759 0.1 0.2 -1.0
C 4.60847 3.49634 -2.64811 1.8 1.4 2.7
O 4.54353 3.81346 -4.02648 1.1 -1.4 2.1
B 5.77208 3.49126 -4.72796 1.3 0.0 -1.2
O 6.40892 4.52609 -5.50779 -0.9 -1.6 2.4
O 6.34754 2.17246 -4.71846 -0.5 2.3 1.3
C 5.60944 4.37035 -1.80632 -1.8 -2.3 1.2
C 5.81684 4.19796 -0.27404 -3.1 -2.9 -2.0
C 4.98340 3.09142 0.47805 1.4 2.0 -3.3
O 5.21500 3.01183 1.88025 -1.3 1.6 -1.7
B 4.66436 4.27551 2.40303 -0.8 0.8 0.5
O 5.44518 5.28586 3.04249 -2.2 -1.4 -2.2
O 3.23843 4.48946 2.19607 2.1 -0.8 1.0
C 3.99844 2.20738 -0.34380 -0.7 -0.8 0.6
H 4.00974 -1.37071 2.67810 0.4 0.8 -0.5
H 1.94052 -0.01501 2.52549 0.5 1.3 -0.7
H 3.38365 1.75143 3.02595 -0.5 -0.2 -0.9
H -0.72790 0.14439 -0.70168 1.0 -1.5 1.0
H -2.33890 -1.87563 0.35981 1.8 0.0 0.2
H -0.95511 -3.83815 1.68407 1.1 1.5 -0.9
H 1.64464 -3.88916 1.88871 -0.6 1.8 -1.2
H 1.34129 -0.11358 -2.45989 0.7 0.6 0.4
H 7.33689 4.55493 -5.18596 -0.6 -0.2 -0.9
H 6.80848 1.97480 -3.87403 -0.5 -0.2 -0.8
H 6.23631 5.19237 -2.32034 -1.3 -1.6 0.7
H 6.54248 4.89366 0.26553 -1.2 -1.3 -0.7
H 4.88375 6.10342 2.97737 0.7 -0.9 0.5
H 2.73097 3.74377 2.58305 0.3 0.6 -0.5
C -4.24898 2.16964 -1.75793 -0.1 0.2 0.1
C -4.42457 3.43746 -2.13393 -0.1 -0.3 0.2
C -3.37700 4.16902 -2.87717 -0.3 0.6 -0.1
O -3.53438 5.32436 -3.21872 0.1 -0.4 0.1
C -2.12761 3.44065 -3.18910 0.4 -0.3 -0.1
C -1.95294 2.17342 -2.81279 0.1 0.2 -0.1
C -3.00122 1.44244 -2.06938 -0.1 -0.1 0.1
O -2.84174 0.28103 -1.72670 0.1 0.2 0.0
H -5.00522 1.61949 -1.21287 0.0 0.0 -0.1
H -5.33303 3.98435 -1.91425 0.0 0.0 0.0
H -1.37087 3.99095 -3.73485 0.0 0.0 0.0
H -1.04414 1.62567 -3.03271 0.0 0.0 -0.1
C 4.27520 -3.87307 -3.62342 0.0 -0.3 0.0
C 3.69305 -4.82325 -4.35674 0.2 0.1 0.3
C 3.03518 -4.50490 -5.64232 -0.2 -0.4 -0.3
O 2.50247 -5.36977 -6.31016 0.2 0.3 0.2
C 3.04922 -3.09361 -6.08384 0.0 0.3 0.0
C 3.63177 -2.14410 -5.35012 -0.2 0.0 -0.2
C 4.28905 -2.46255 -4.06528 0.2 0.2 0.1
O 4.82250 -1.59445 -3.39550 -0.3 -0.1 0.0
H 4.76065 -4.08805 -2.67951 0.0 0.0 0.0
H 3.67453 -5.86120 -4.04818 0.0 0.0 0.0
H 2.56369 -2.87808 -7.02753 0.0 0.0 0.0
H 3.65105 -1.10603 -5.65780 0.1 0.0 0.0
C -5.54984 -0.28056 -5.72416 0.2 0.2 0.3
C -5.64545 0.34103 -4.54837 0.1 -0.1 -0.3
C -6.96093 0.66865 -3.95846 -0.1 0.2 0.4
O -7.05018 1.23846 -2.88492 0.1 -0.2 -0.3
C -8.16539 0.27911 -4.72154 -0.1 -0.1 -0.2
C -8.07006 -0.34267 -5.89772 -0.2 0.1 0.3
C -6.75482 -0.67018 -6.48746 0.0 -0.3 -0.5
O -6.66641 -1.23865 -7.55842 0.0 0.2 0.3
H -4.59482 -0.52743 -6.17103 0.0 0.0 0.0
H -4.77340 0.63208 -3.97700 0.0 0.0 0.0
H -9.12031 0.52593 -4.27470 0.0 0.0 0.0
H -8.94232 -0.63407 -6.46955 0.0 0.0 0.0
C 0.10685 -0.86943 4.62751 -0.2 -0.2 0.0
C -0.85829 -1.64508 5.12127 0.1 0.1 -0.4
C -0.86347 -2.05077 6.54275 -0.3 -0.2 0.3
O -1.74321 -2.76007 6.99245 0.7 0.3 -0.4
C 0.24087 -1.56235 7.39531 0.3 0.2 0.1
C 1.20657 -0.78631 6.90117 -0.1 -0.1 0.2
C 1.21194 -0.38069 5.48029 0.2 0.2 0.0
O 2.09399 0.33053 5.02878 -0.2 -0.1 0.0
H 0.12600 -0.56355 3.58852 -0.1 0.0 0.0
H -1.67494 -2.01081 4.51091 0.0 0.0 0.1
H 0.22075 -1.86855 8.43372 0.0 0.0 0.0
H 2.02299 -0.42062 7.51152 0.0 0.0 0.0
C -6.84101 -3.06804 8.43614 -0.2 -0.1 0.2
C -6.92085 -3.92824 9.45224 -0.2 0.2 -0.2
C -5.71355 -4.58416 9.99853 0.0 -0.4 0.4
O -5.78598 -5.37046 10.92414 0.0 0.2 -0.3
C -4.41528 -4.24847 9.37624 0.1 0.2 -0.2
C -4.33510 -3.38805 8.35984 0.2 -0.1 0.2
C -5.54241 -2.73256 7.81402 0.0 0.2 -0.2
O -5.47010 -1.94520 6.88714 0.0 -0.2 0.2
H -7.71475 -2.57929 8.02328 0.0 0.0 0.0
H -7.86362 -4.18437 9.91968 0.0 0.0 0.0
H -3.54161 -4.73729 9.78918 0.0 0.0 0.0
H -3.39147 -3.13138 7.89157 -0.4 -0.1 0.2
```
Forces are in eV/Å.

The calculation puts the HOMO energy at -0.4065 Eh. For the gap between HOMO and LUMO, the calculation gives 5.4285 eV. Its electronic energy is -4104.17963 Ha. The largest force on an atom comes out at 6.3 eV/Å. As for the charge: +1.